[1]
C5H12N4 | wB97M-V/def2-TZVPD

Output
strongest force on any atom	2.24	eV/A
E_LUMO	0.8874	eV
energy above the lowest of the compared OMol25 structures with the same formula, charge and spin	16.4	kcal per mole
gap between HOMO and LUMO	0.28393	Eh
charge	0

Each line ends with the Mulliken charge.
CARTESIAN COORDINATES (ANGSTROEM)
C (0.738, -0.767, -1.322)  -0.679
C (-0.402, -1.337, -2.148)  -1.138
C (-0.252, 0.087, 0.955)  0.655
C (-0.030, 1.416, 0.721)  0.178
C (0.445, -0.992, 0.207)  0.233
N (-1.191, -0.356, 1.897)  -0.702
N (-0.907, 2.341, 1.255)  -0.669
N (1.087, 1.974, 0.164)  -0.597
N (0.717, -2.124, 0.780)  -0.806
H (-1.047, 0.132, 2.780)  0.215
H (-1.105, -1.371, 2.020)  0.321
H (-1.001, 3.135, 0.629)  0.257
H (-1.816, 1.902, 1.408)  0.277
H (1.896, 1.362, 0.200)  0.210
H (1.281, 2.883, 0.577)  0.281
H (1.102, -2.793, 0.106)  0.250
H (1.664, -1.310, -1.539)  0.367
H (0.910, 0.271, -1.607)  0.370
H (-1.330, -0.786, -1.964)  0.307
H (-0.172, -1.277, -3.217)  0.366
H (-0.587, -2.388, -1.901)  0.305

***

[2]
C5H12N4 | wB97M-V/def2-TZVPD

Output
strongest force on any atom	5.45	eV/A
E_LUMO	0.9436	eV
energy above the lowest of the compared OMol25 structures with the same formula, charge and spin	78.4	kcal per mole
gap between HOMO and LUMO	0.35683	Eh
charge	0

Each line ends with the Mulliken charge.
CARTESIAN COORDINATES (ANGSTROEM)
C (1.506, 0.678, -2.123)  -0.790
C (0.398, -0.189, 0.355)  0.892
C (1.870, 0.083, 0.780)  -1.159
C (-0.619, -0.162, 1.559)  0.210
C (-2.698, -0.069, -0.004)  -0.893
H (0.724, 1.440, -2.160)  0.300
H (2.262, 0.697, -3.016)  0.310
H (2.124, 1.000, -1.276)  0.173
H (0.667, -0.931, -2.677)  0.282
H (2.540, -0.757, 0.179)  0.306
H (1.784, -0.044, 1.915)  0.320
H (2.345, 1.114, 0.535)  0.273
H (-0.741, -0.394, 3.513)  0.207
H (-2.574, -0.567, 1.937)  0.225
H (-2.469, -1.023, -0.596)  0.227
H (-2.351, 0.751, -0.403)  0.385
H (-3.755, 0.088, 0.157)  0.323
N (1.027, -0.618, -1.777)  -0.497
N (-0.008, -0.494, -0.819)  -0.206
N (-0.086, -0.394, 2.697)  -0.672
N (-1.948, -0.208, 1.224)  -0.216

***

[3]
C5H12N5 | wB97M-V/def2-TZVPD

Output
strongest force on any atom	4.50	eV/A
E_LUMO	-3.1784	eV
energy above the lowest of the compared OMol25 structures with the same formula, charge and spin	88.5	kcal per mole
gap between HOMO and LUMO	0.39324	Eh
charge	+1

Each line ends with the Mulliken charge.
CARTESIAN COORDINATES (ANGSTROEM)
C (-1.846, -0.028, -1.223)  -0.018
C (0.788, 0.988, -0.163)  -0.038
C (-1.392, 1.397, -1.364)  -0.831
C (-0.500, 1.811, -0.226)  -0.726
C (0.626, -0.468, 0.194)  1.078
N (-1.128, -0.861, -0.576)  -0.313
N (1.785, 1.646, -0.443)  -0.593
N (1.395, -1.407, -0.342)  -0.471
N (0.420, -0.657, 1.575)  -0.133
N (0.750, -1.966, 2.119)  -0.764
H (-2.890, -0.227, -1.697)  0.362
H (-0.990, 1.663, -2.265)  0.419
H (-2.310, 2.006, -1.483)  0.408
H (-1.231, 1.765, 0.655)  0.287
H (-0.151, 2.826, -0.263)  0.414
H (2.703, 1.093, -0.532)  0.292
H (1.327, -1.753, -1.249)  0.251
H (1.388, -2.204, 0.309)  0.337
H (0.586, 0.100, 2.173)  0.268
H (1.695, -1.770, 2.378)  0.265
H (-1.236, -1.837, -0.531)  0.236
H (0.209, -2.116, 2.953)  0.268

***

[4]
C5H12N5 | wB97M-V/def2-TZVPD

Output
strongest force on any atom	3.44	eV/A
E_LUMO (spin up / spin down)	-5.5786 / -5.3345	eV
energy above the lowest of the compared OMol25 structures with the same formula, charge and spin	167.0	kcal per mole
gap between HOMO and LUMO (spin up / spin down)	0.28496 / 0.29097	Eh
charge	+1

Each line ends with the Mulliken charge.
CARTESIAN COORDINATES (ANGSTROEM)
C (0.451, -0.538, -2.219)  0.021
C (1.484, -0.675, 0.109)  0.495
C (1.226, -1.336, -1.229)  -0.368
C (2.558, -0.647, 2.185)  -0.845
C (-2.991, 1.050, -0.743)  -0.695
N (-0.268, 0.498, -1.904)  -0.511
N (2.289, -1.179, 0.915)  -0.414
N (0.689, 0.427, 0.296)  -0.073
N (-1.992, 0.540, 0.115)  -0.202
N (-0.220, 0.955, -0.584)  -0.100
H (0.343, -0.946, -3.312)  0.369
H (0.715, -2.316, -1.102)  0.288
H (2.231, -1.554, -1.697)  0.348
H (1.795, -1.036, 2.836)  0.345
H (2.457, 0.456, 2.119)  0.271
H (3.548, -0.944, 2.602)  0.275
H (-2.623, 1.984, -1.114)  0.332
H (-3.451, 0.461, -1.580)  0.280
H (-3.919, 1.196, -0.116)  0.320
H (0.753, 0.917, 1.167)  0.201
H (-2.099, -0.442, 0.353)  0.254
H (-0.471, 1.971, -0.323)  0.411

***

[5]
C5H12N6 | wB97M-V/def2-TZVPD

Output
strongest force on any atom	7.36	eV/A
E_LUMO (spin up / spin down)	-7.3426 / -13.0095	eV
2S+1	3
gap between HOMO and LUMO (spin up / spin down)	0.22349 / 0.18333	Eh
charge	+2

Each line ends with the Mulliken charge.
CARTESIAN COORDINATES (ANGSTROEM)
C (0.872, 1.572, 0.161)  0.359
C (-1.124, 0.139, -0.288)  0.413
C (-3.042, -0.767, 0.971)  -0.121
C (1.312, -0.761, 0.264)  0.560
C (2.161, -2.029, 0.064)  -1.120
N (-2.449, 0.161, 0.421)  -0.338
N (-0.411, 1.288, 0.029)  -0.276
N (1.754, 0.496, 0.312)  -0.084
N (0.003, -0.923, 0.076)  -0.298
N (-1.385, -0.092, -1.637)  -0.189
N (1.272, 2.836, -0.008)  -0.408
H (-2.864, -1.808, 1.248)  0.255
H (-4.021, -0.648, 1.360)  0.304
H (2.649, -2.152, -0.847)  0.320
H (1.474, -2.867, 0.277)  0.313
H (2.978, -2.105, 0.919)  0.372
H (-1.140, 2.085, -0.072)  0.359
H (2.712, 0.652, 0.577)  0.292
H (-0.245, -1.871, 0.062)  0.211
H (-2.205, -0.606, -1.724)  0.291
H (-1.423, 0.670, -2.320)  0.301
H (0.840, 3.722, 0.221)  0.245
H (2.285, 3.009, -0.067)  0.239

***

[6]
C5H12NO | wB97M-V/def2-TZVPD

Output
strongest force on any atom	4.82	eV/A
E_LUMO	2.3672	eV
energy above the lowest of the compared OMol25 structures with the same formula, charge and spin	156.6	kcal per mole
gap between HOMO and LUMO	0.14651	Eh
charge	-1

Each line ends with the Mulliken charge.
CARTESIAN COORDINATES (ANGSTROEM)
C (-3.835, -0.248, 0.334)  -0.641
N (-3.499, -1.483, -0.180)  -0.800
C (0.612, 0.393, 0.059)  0.120
C (1.771, -0.318, -0.631)  -0.271
C (3.105, -0.134, 0.185)  -0.403
O (3.155, 1.104, 0.746)  -0.854
C (-0.705, 0.517, -0.516)  -0.789
H (-4.914, 0.076, 0.211)  0.273
H (-3.632, 0.003, 1.358)  0.221
H (-3.294, 0.577, -0.246)  0.078
H (-2.855, -1.859, 0.525)  0.072
H (0.890, 0.839, 1.007)  0.427
H (1.464, 0.851, -0.665)  0.177
H (1.823, -0.829, -1.584)  0.363
H (3.854, -0.232, -0.655)  0.217
H (3.269, -0.952, 0.895)  0.257
H (-1.319, -0.234, -0.099)  0.016
H (-1.056, 1.671, -0.442)  0.357
H (-0.662, 0.382, -1.598)  0.180

***

[7]
C5H12NO | wB97M-V/def2-TZVPD

Output
strongest force on any atom	2.89	eV/A
E_LUMO	2.5272	eV
energy above the lowest of the compared OMol25 structures with the same formula, charge and spin	133.8	kcal per mole
gap between HOMO and LUMO	0.14756	Eh
charge	-1

Each line ends with the Mulliken charge.
CARTESIAN COORDINATES (ANGSTROEM)
C (0.914, -1.354, 3.265)  -0.607
N (-0.488, -1.572, 3.038)  -0.847
C (-0.399, 0.756, -0.833)  0.292
C (-0.192, 0.595, -2.191)  -0.291
C (-0.677, 1.741, -3.072)  -0.436
O (-0.032, 2.836, -2.623)  -0.821
C (-0.102, -0.364, 0.129)  -1.237
H (1.599, -1.965, 2.632)  0.177
H (1.297, -1.481, 4.312)  0.240
H (1.207, -0.326, 3.000)  0.183
H (-0.606, -2.588, 3.006)  0.025
H (-1.180, 1.471, -0.626)  0.436
H (0.609, 1.279, -1.390)  0.126
H (0.313, -0.241, -2.677)  0.374
H (-0.425, 1.468, -4.129)  0.265
H (-1.792, 1.746, -3.043)  0.206
H (0.963, -0.580, 0.129)  0.290
H (-0.655, -1.275, -0.102)  0.266
H (-0.355, -0.146, 1.175)  0.360

***

[8]
C5H12NO | wB97M-V/def2-TZVPD

Output
strongest force on any atom	1.97	eV/A
E_LUMO	3.8228	eV
energy above the lowest of the compared OMol25 structures with the same formula, charge and spin	15.5	kcal per mole
gap between HOMO and LUMO	0.21927	Eh
charge	-1

Each line ends with the Mulliken charge.
CARTESIAN COORDINATES (ANGSTROEM)
C (-0.076, 0.418, -2.195)  -0.297
O (0.632, 1.300, -2.913)  -0.890
C (0.795, -0.219, -1.035)  -0.531
C (0.024, -1.058, -0.033)  -0.487
C (-1.022, -0.356, 0.826)  -0.544
C (-0.379, 0.519, 1.931)  -0.641
N (0.169, -0.286, 3.035)  -0.657
H (-1.030, 0.665, -1.709)  0.051
H (-0.430, -0.460, -2.831)  0.127
H (1.607, -0.777, -1.518)  0.352
H (1.387, 0.606, -0.616)  0.177
H (-0.554, -1.819, -0.594)  0.234
H (0.735, -1.648, 0.566)  0.274
H (-1.584, -1.102, 1.400)  0.327
H (-1.739, 0.157, 0.185)  0.340
H (0.464, 1.099, 1.539)  0.327
H (-1.098, 1.251, 2.289)  0.293
H (0.885, -0.892, 2.653)  0.287
H (-0.567, -0.907, 3.364)  0.259

***

[9]
C5H12NO | wB97M-V/def2-TZVPD

Output
strongest force on any atom	0.93	eV/A
E_LUMO	3.6601	eV
energy above the lowest of the compared OMol25 structures with the same formula, charge and spin	27.0	kcal per mole
gap between HOMO and LUMO	0.22832	Eh
charge	-1

Each line ends with the Mulliken charge.
CARTESIAN COORDINATES (ANGSTROEM)
C (1.872, -1.450, -1.750)  -0.890
N (0.550, -0.848, -1.556)  -0.400
C (0.698, 0.681, -1.657)  -0.273
O (1.437, 1.121, -2.654)  -0.864
H (2.348, -1.068, -2.658)  0.337
H (1.788, -2.541, -1.755)  0.298
H (2.509, -1.192, -0.898)  0.249
H (0.058, -1.039, -2.429)  0.246
H (1.061, 0.950, -0.627)  0.122
H (-0.375, 1.007, -1.715)  0.184
C (-1.275, -0.303, 1.144)  -1.009
C (-1.101, 0.984, 1.892)  0.110
C (-1.456, 1.174, 3.156)  -0.778
H (-0.339, -0.773, 0.861)  0.232
H (-1.928, -0.963, 1.724)  0.358
H (-1.831, -0.133, 0.221)  0.247
H (-0.783, 1.852, 1.330)  0.315
H (-1.303, 2.141, 3.623)  0.250
H (-1.932, 0.400, 3.748)  0.266

***

[10]
C5H12NO | wB97M-V/def2-TZVPD

Output
strongest force on any atom	4.90	eV/A
E_LUMO	4.0238	eV
energy above the lowest of the compared OMol25 structures with the same formula, charge and spin	52.1	kcal per mole
gap between HOMO and LUMO	0.24859	Eh
charge	-1

Each line ends with the Mulliken charge.
CARTESIAN COORDINATES (ANGSTROEM)
C (-0.456, 0.283, 1.787)  -1.464
C (0.072, 0.035, 0.362)  0.626
C (-1.057, -0.372, -0.670)  -0.575
C (-1.880, 0.958, -1.090)  -0.991
N (1.078, -1.055, 0.483)  -0.815
C (2.441, -0.789, -0.540)  -0.346
O (2.327, 0.331, -1.273)  -0.828
H (0.286, 0.517, 2.461)  0.472
H (-0.963, -0.666, 2.135)  0.321
H (-1.365, 1.024, 1.799)  0.271
H (0.752, 0.907, -0.037)  0.245
H (-1.887, -1.038, -0.473)  0.333
H (-0.420, -0.891, -1.503)  0.220
H (-1.615, 2.023, -0.536)  0.260
H (-1.547, 1.178, -2.151)  0.262
H (-3.005, 0.803, -1.157)  0.275
H (1.563, -0.936, 1.362)  0.261
H (2.326, -1.772, -1.111)  0.211
H (3.349, -0.539, 0.152)  0.262

***

- The highest strongest force on any atom belongs to which entry?
  C5H12N6

***

- Which value of charge does entry 10 give?
  -1

***

- Which value of charge does entry 4 give?
  +1

***

- The highest charge belongs to which entry?
  C5H12N6